Record 1
{
  "formula": "C4H12N2S",
  "method": "the ωB97M-V functional and the def2-TZVPD basis",
  "e_lumo_ev": 0.87,
  "e_above_lowest_kj_mol": 81.78,
  "homo_ev": -8.37,
  "orbital_gap_ev": 9.24,
  "elements": ["C", "N", "C", "C", "S", "C", "N", "H", "H", "H", "H", "H", "H", "H", "H", "H", "H", "H", "H"],
  "coordinates": [[2.067, -0.918, -0.554], [1.411, -0.416, 0.647], [-0.013, -0.034, 0.524], [-0.082, 1.521, 0.420], [-1.295, 2.444, 1.384], [-0.807, -0.670, -0.628], [-2.082, 0.036, -0.833], [3.109, -1.153, -0.319], [1.621, -1.801, -1.019], [2.184, -0.085, -1.255], [1.487, -1.126, 1.363], [-0.441, -0.342, 1.484], [0.878, 1.866, 0.786], [-0.299, 1.826, -0.600], [-1.367, 1.735, 2.552], [-1.006, -1.724, -0.423], [-0.161, -0.536, -1.495], [-2.789, -0.427, -0.271], [-2.414, -0.195, -1.763]],
  "mulliken_charge": [-1.03, -0.40, 0.10, -0.85, -0.24, -0.80, -0.53, 0.36, 0.31, 0.33, 0.28, 0.44, 0.46, 0.29, 0.09, 0.28, 0.48, 0.23, 0.21]
}

***

Record 2
{
  "formula": "C3H10N2",
  "method": "the ωB97M-V functional and the def2-TZVPD basis",
  "e_lumo_ev": 1.09,
  "e_above_lowest_kj_mol": 65.58,
  "homo_ev": -8.58,
  "orbital_gap_ev": 9.67,
  "elements": ["C", "C", "N", "C", "N", "H", "H", "H", "H", "H", "H", "H", "H", "H", "H"],
  "coordinates": [[0.208, -1.767, 0.674], [1.044, -0.473, 0.706], [0.836, 0.339, -0.462], [-0.425, 0.690, -0.999], [-1.373, 1.324, -0.021], [-0.830, -1.587, 0.948], [0.276, -2.326, -0.265], [0.682, -2.505, 1.320], [2.074, -0.807, 0.828], [0.709, 0.009, 1.639], [1.519, 1.079, -0.497], [-0.309, 1.413, -1.801], [-0.903, -0.201, -1.434], [-2.260, 1.321, -0.523], [-1.540, 0.647, 0.721]],
  "mulliken_charge": [-1.14, -0.40, -0.27, -0.52, -0.69, 0.27, 0.31, 0.38, 0.42, 0.25, 0.21, 0.37, 0.31, 0.25, 0.25]
}

***

Record 3
{
  "formula": "C53H67Br2F3N2OSSbSi2Tc",
  "method": "the ωB97M-V functional and the def2-TZVPD basis",
  "s2": 3.79,
  "charge": 3,
  "e_lumo_ev": [-8.06, -9.21],
  "e_above_lowest_kj_mol": 0.00,
  "homo_ev": [-15.63, -15.61],
  "orbital_gap_ev": [7.57, 6.39],
  "multiplicity": 4,
  "elements": ["Tc", "C", "Si", "C", "C", "C", "C", "C", "C", "N", "C", "S", "H", "H", "H", "H", "H", "H", "H", "H", "H", "H", "H", "H", "C", "C", "C", "C", "C", "C", "C", "O", "C", "C", "C", "H", "H", "H", "H", "H", "H", "H", "H", "H", "H", "H", "H", "F", "C", "C", "C", "C", "C", "C", "Sb", "C", "C", "C", "C", "F", "C", "C", "C", "C", "C", "C", "F", "C", "C", "H", "H", "H", "H", "H", "H", "H", "H", "H", "H", "H", "H", "C", "C", "C", "C", "Si", "Br", "C", "C", "C", "C", "C", "C", "C", "C", "H", "H", "H", "H", "H", "H", "H", "H", "H", "H", "H", "H", "H", "H", "H", "H", "H", "H", "H", "H", "H", "H", "H", "H", "H", "H", "H", "Br", "C", "C", "C", "N", "C", "C", "H", "H", "H", "H"],
  "coordinates": [[-0.452, -0.906, -0.799], [-2.003, -5.960, -2.687], [-1.829, -6.253, -0.850], [-0.106, -6.809, -0.394], [-3.143, -7.407, -0.215], [-2.085, -4.582, 0.071], [-2.862, -4.493, 1.228], [-3.026, -3.298, 1.932], [-2.403, -2.164, 1.465], [-1.653, -2.223, 0.356], [-1.498, -3.383, -0.313], [-0.412, -3.083, -1.684], [-2.173, -6.920, -3.180], [-1.109, -5.521, -3.134], [-2.857, -5.321, -2.923], [0.120, -7.773, -0.855], [-0.002, -6.932, 0.686], [0.650, -6.098, -0.737], [-3.133, -8.323, -0.808], [-4.145, -6.981, -0.299], [-2.978, -7.701, 0.824], [-3.361, -5.381, 1.597], [-3.632, -3.255, 2.825], [-2.480, -1.199, 1.951], [5.653, -2.093, 5.036], [4.548, -2.092, 4.032], [3.653, -3.161, 3.950], [2.631, -3.177, 3.026], [1.710, -4.367, 2.989], [2.501, -2.068, 2.132], [1.428, -2.116, 1.227], [1.216, -1.292, 0.289], [3.413, -0.966, 2.205], [3.314, 0.237, 1.312], [4.404, -1.009, 3.155], [5.665, -3.004, 5.629], [5.551, -1.239, 5.709], [6.617, -1.987, 4.535], [3.773, -3.999, 4.625], [2.059, -5.124, 3.687], [1.668, -4.827, 2.001], [0.693, -4.097, 3.285], [0.722, -2.944, 1.327], [3.378, -0.034, 0.258], [4.119, 0.933, 1.540], [2.359, 0.748, 1.448], [5.104, -0.185, 3.227], [6.995, 1.183, -1.575], [5.728, 0.901, -1.858], [5.297, -0.411, -1.735], [3.974, -0.698, -2.021], [3.110, 0.315, -2.434], [3.569, 1.625, -2.552], [4.890, 1.926, -2.260], [1.118, -0.104, -2.916], [0.369, 1.618, -3.843], [0.798, 1.955, -5.128], [0.329, 3.104, -5.743], [-0.567, 3.904, -5.052], [-1.026, 5.006, -5.635], [-0.999, 3.602, -3.773], [-0.521, 2.451, -3.168], [1.109, -1.576, -4.418], [0.317, -1.412, -5.554], [0.277, -2.395, -6.531], [1.037, -3.538, -6.350], [1.004, -4.484, -7.281], [1.831, -3.731, -5.232], [1.859, -2.742, -4.263], [5.994, -1.176, -1.424], [3.630, -1.720, -1.909], [2.907, 2.418, -2.879], [5.279, 2.931, -2.350], [1.507, 1.330, -5.660], [0.647, 3.389, -6.736], [-1.689, 4.270, -3.274], [-0.840, 2.215, -2.159], [-0.269, -0.511, -5.697], [-0.317, -2.284, -7.428], [2.414, -4.637, -5.140], [2.483, -2.896, -3.391], [-1.168, 6.361, 1.934], [-1.332, 5.018, 1.171], [-2.640, 5.063, 0.372], [-0.178, 4.871, 0.163], [-1.278, 3.743, 2.555], [-0.556, 1.227, 0.547], [-2.894, 3.030, 3.210], [-2.741, 1.979, 4.317], [-3.619, 4.268, 3.802], [-3.766, 2.414, 2.103], [0.294, 3.537, 3.565], [1.565, 4.082, 2.904], [-0.015, 4.388, 4.829], [0.567, 2.085, 3.996], [-1.153, 7.166, 1.195], [-0.234, 6.424, 2.494], [-1.997, 6.564, 2.614], [-2.597, 5.929, -0.294], [-3.528, 5.183, 0.990], [-2.762, 4.174, -0.250], [-0.312, 5.634, -0.609], [-0.180, 3.898, -0.330], [0.801, 5.031, 0.605], [-2.181, 2.339, 5.179], [-2.265, 1.068, 3.950], [-3.739, 1.715, 4.673], [-3.076, 4.709, 4.641], [-4.589, 3.941, 4.185], [-3.811, 5.049, 3.067], [-3.267, 1.566, 1.629], [-4.052, 3.126, 1.333], [-4.685, 2.044, 2.564], [1.489, 5.131, 2.621], [1.846, 3.500, 2.024], [2.380, 4.006, 3.627], [-0.131, 5.450, 4.606], [0.834, 4.295, 5.511], [-0.898, 4.049, 5.372], [0.668, 1.413, 3.143], [-0.191, 1.688, 4.664], [1.516, 2.074, 4.540], [-5.704, 0.939, -4.689], [-4.297, 0.393, -3.605], [-4.160, 0.893, -2.313], [-3.092, 0.482, -1.551], [-2.167, -0.396, -1.991], [-2.328, -0.896, -3.234], [-3.361, -0.527, -4.064], [-4.874, 1.594, -1.907], [-2.958, 0.864, -0.550], [-1.599, -1.620, -3.568], [-3.435, -0.957, -5.052]],
  "mulliken_charge": [-1.34, -1.00, 0.22, -0.98, -1.15, 0.21, 0.00, -1.25, -0.68, 0.37, 0.60, -0.33, 0.43, 0.24, 0.35, 0.45, 0.31, 0.26, 0.38, 0.38, 0.34, 0.50, 0.49, 0.52, -1.45, 0.64, -1.24, 0.82, -1.37, -0.23, -0.01, 0.71, 1.63, -0.38, -1.15, 0.39, 0.36, 0.37, 0.36, 0.48, 0.31, 0.31, 0.09, -0.49, 0.67, -0.52, 0.46, -0.32, 0.11, -0.37, -0.91, 0.87, -0.57, -0.68, 2.32, -0.06, -0.43, -0.83, 0.17, -0.32, -0.96, 0.11, 0.73, -0.45, -0.80, 0.13, -0.31, -0.85, -0.31, 0.52, 0.11, 0.48, 0.53, 0.61, 0.51, 0.63, -0.07, 0.50, 0.52, 0.53, 0.31, -1.75, 2.98, -1.94, -1.86, -2.80, 0.77, 2.92, -2.02, -1.77, -1.62, 2.74, -2.06, -1.69, -1.82, 0.53, 0.36, 0.40, 0.60, 0.40, 0.25, 0.60, 0.25, 0.33, 0.42, 0.28, 0.62, 0.41, 0.54, 0.34, 0.02, 0.31, 0.56, 0.43, 0.36, 0.62, 0.38, 0.53, 0.36, 0.18, 0.39, 0.58, -0.04, -0.37, -0.67, -0.59, 1.16, -0.60, -0.92, 0.61, 0.46, 0.65, 0.64]
}